Record 1
Below is one molecule with the formula C3H5FS2 in a non-equilibrium geometry, with properties calculated with ωB97M-V/def2-TZVPD.

Properties
2S+1   1
Largest force on an atom   6.5 eV Å⁻¹
ΔE to the lowest compared entry with this formula, charge and spin   54.9 kcal/mol
SMILES string   F[C@H]1[C@@H](S)[C@H]1S

XYZ file:
```
11
Properties=species:S:1:pos:R:3:forces:R:3
F -0.254438 0.775525 -1.421638 0.0 2.4 0.2
H -1.042658 -0.214715 1.576478 -0.1 0.1 1.4
H 1.332755 0.103942 1.538624 -0.7 -0.2 -3.0
S 2.215259 -0.941740 -0.481559 -1.6 1.6 -2.7
H 1.785082 -0.172187 -1.660255 1.1 -1.6 1.5
S -1.373692 -1.353966 -0.516128 -0.1 -1.4 0.5
C 0.939647 -0.111117 0.398556 -1.1 2.6 5.9
C -0.596699 -0.232815 0.630803 0.9 -1.7 -2.9
H -2.542457 -0.753173 -0.482773 -0.7 0.2 -0.1
C -0.118379 0.985704 -0.059315 1.7 -2.3 0.4
H -0.344418 1.914540 0.477207 0.5 0.2 -1.2
```
Forces are in eV/Å.

Record 2
Below is a 3-piece molecular cluster, C3H5I3N overall in a non-equilibrium geometry, with properties calculated with ωB97M-V/def2-TZVPD.

Properties
2S+1   1
Largest force on an atom   4.0 eV Å⁻¹
Charge   +1
ΔE to the lowest compared entry with this formula, charge and spin   38.3 kcal/mol

XYZ file:
```
12
Properties=species:S:1:pos:R:3:forces:R:3
N 1.982256 -0.294109 0.764752 -1.2 2.2 -3.2
H -6.013806 -0.120371 -1.033010 -0.1 0.0 0.0
I -0.468953 2.625027 0.900856 1.5 -0.1 -1.1
H 2.491379 -0.218597 1.588519 0.4 -0.7 2.5
C 2.195130 2.192906 -0.996085 0.5 1.0 -0.1
I -4.537187 0.282209 -0.566024 0.1 0.0 0.0
C 1.238145 2.430459 -0.285750 -0.7 -0.2 0.3
H 3.129451 2.296099 -1.587225 -1.3 -0.4 0.6
H 2.379570 0.435087 0.110196 -0.4 -1.0 0.0
H 0.297340 -0.529579 -0.452044 0.4 0.6 0.7
C 0.730978 -0.563417 0.567738 0.4 -1.8 0.8
I -0.374882 -1.571345 2.006001 0.3 0.4 -0.5
```
Forces are in eV/Å.